No. 1
140
Properties=species:S:1:pos:R:3 method="wB97M-V/def2-TZVPD" gap_ha=0.270 e_homo_ha=-0.3546 total_charge=+1 e_lumo_ev=-2.31
C -1.797 -0.377 1.875
C -0.975 0.158 0.649
N -1.406 1.502 0.324
C -0.548 2.184 -0.647
C -0.429 1.483 -1.995
C 0.478 0.230 -2.124
O 1.482 0.368 -3.154
C 1.006 0.107 -4.387
O -0.147 0.112 -4.685
C 2.057 -0.156 -5.467
C 2.170 1.174 -6.302
C 0.758 2.666 0.105
C 2.143 2.250 -0.462
C 0.843 4.182 0.475
N 0.455 5.183 -0.553
C -0.059 6.407 0.201
C -1.510 6.365 0.689
N -1.873 7.749 1.055
P 1.868 5.978 -1.474
C 2.811 4.763 -2.483
C 3.114 6.572 -0.224
C 4.250 7.383 -0.901
C -0.496 4.643 -1.551
N -1.233 5.658 -2.303
C -1.382 3.523 -0.928
C -2.608 3.355 -1.860
O -3.484 2.290 -1.548
C -4.288 2.573 -0.429
C -5.601 1.766 -0.450
O -6.615 2.509 -1.112
C -7.080 1.901 -2.317
C -6.412 2.553 -3.548
H -1.220 -1.167 2.365
H -1.934 0.480 2.549
H -2.755 -0.762 1.511
H 0.091 0.113 0.956
H -1.157 -0.553 -0.166
H -1.383 2.048 1.183
H -1.429 1.102 -2.251
H -0.174 2.140 -2.838
H 0.990 -0.023 -1.190
H -0.109 -0.663 -2.372
H 1.729 -0.960 -6.128
H 3.024 -0.393 -5.013
H 2.081 0.990 -7.375
H 1.326 1.825 -6.034
H 3.089 1.707 -6.039
H 0.727 2.187 1.096
H 2.464 1.214 -0.213
H 2.974 2.902 -0.168
H 2.108 2.268 -1.563
H 0.191 4.316 1.352
H 1.849 4.346 0.874
H 0.096 7.319 -0.390
H 0.596 6.508 1.075
H -2.255 6.028 -0.035
H -1.592 5.740 1.596
H -2.881 7.812 1.140
H -1.428 8.026 1.922
H 3.415 5.364 -3.181
H 3.534 4.176 -1.903
H 2.190 4.124 -3.121
H 2.660 7.170 0.572
H 3.580 5.700 0.268
H 5.078 7.414 -0.180
H 3.911 8.415 -1.030
H 4.649 6.934 -1.814
H 0.118 4.101 -2.295
H -1.305 5.307 -3.253
H -0.721 6.535 -2.378
H -1.780 3.793 0.064
H -3.219 4.272 -1.859
H -2.285 3.188 -2.900
H -3.799 2.331 0.532
H -4.592 3.633 -0.347
H -5.388 0.789 -0.907
H -5.938 1.585 0.582
H -8.154 2.135 -2.380
H -7.004 0.805 -2.309
H -7.060 2.369 -4.414
H -5.392 2.182 -3.686
H -6.421 3.635 -3.363
O 2.360 -1.096 2.298
P 3.808 -1.568 2.320
N 3.358 -3.232 2.150
C 4.076 -4.399 2.631
C 2.714 -3.557 0.872
N 4.036 -1.208 4.000
C 4.360 -2.211 4.998
C 3.123 -0.237 4.596
N 5.521 -1.959 2.174
C 6.447 -0.905 2.664
C 5.916 -2.166 0.754
H 4.995 -4.614 2.069
H 3.438 -5.282 2.545
H 4.330 -4.339 3.684
H 3.448 -3.644 0.057
H 1.977 -2.808 0.584
H 2.182 -4.509 0.928
H 3.524 -2.898 5.178
H 4.610 -1.735 5.950
H 5.253 -2.777 4.729
H 2.145 -0.681 4.820
H 2.973 0.619 3.941
H 3.539 0.155 5.529
H 6.253 0.060 2.187
H 7.480 -1.192 2.458
H 6.389 -0.773 3.739
H 5.668 -1.300 0.135
H 5.429 -3.043 0.329
H 6.987 -2.349 0.679
O -0.387 -6.300 0.177
P -1.642 -6.820 0.848
N -2.689 -6.693 -0.530
C -4.131 -6.535 -0.508
C -2.295 -7.518 -1.672
N -1.863 -5.450 1.886
C -3.068 -4.645 1.906
C -0.711 -4.576 2.066
N -2.831 -7.714 1.788
C -2.574 -7.745 3.251
C -2.881 -9.145 1.383
H -4.669 -7.443 -0.200
H -4.487 -6.281 -1.510
H -4.461 -5.716 0.122
H -2.545 -8.578 -1.529
H -1.223 -7.452 -1.856
H -2.793 -7.184 -2.585
H -3.192 -4.063 0.983
H -3.043 -3.940 2.742
H -3.958 -5.252 2.083
H -0.571 -3.909 1.205
H 0.199 -5.151 2.217
H -0.824 -3.952 2.958
H -1.573 -8.120 3.480
H -3.307 -8.387 3.743
H -2.686 -6.768 3.710
H -1.899 -9.620 1.457
H -3.241 -9.259 0.362
H -3.579 -9.695 2.013


No. 2
158
Properties=species:S:1:pos:R:3 method="wB97M-V/def2-TZVPD" gap_ha=0.373 e_homo_ha=-0.3619 e_lumo_ev=0.31 de_lowest_ev=0.000
C 3.349 2.305 -3.421
C 2.676 1.006 -2.927
N 3.310 -0.311 -3.421
C 3.252 -0.352 -4.851
C 4.763 -0.392 -2.940
C 4.879 -0.370 -1.423
C 2.545 -1.521 -2.845
C 1.260 -1.777 -3.600
O 0.420 -0.636 -3.448
C -0.809 -0.636 -4.147
H 3.495 2.287 -4.493
H 4.378 2.419 -2.973
H 2.743 3.130 -3.120
H 1.675 1.030 -3.337
H 2.577 0.980 -1.784
H 3.858 0.370 -5.351
H 2.217 -0.158 -5.234
H 3.565 -1.348 -5.170
H 5.264 0.462 -3.406
H 5.095 -1.272 -3.418
H 5.984 -0.337 -1.267
H 4.535 -1.221 -0.841
H 4.563 0.516 -0.932
H 2.332 -1.151 -1.874
H 3.223 -2.382 -2.644
H 0.750 -2.704 -3.200
H 1.449 -2.070 -4.670
H -1.377 0.212 -3.758
H -1.346 -1.566 -4.019
H -0.598 -0.482 -5.256
C 7.008 -3.808 3.068
C 5.912 -3.269 3.923
N 4.782 -2.678 3.181
C 5.223 -1.581 2.293
C 4.038 -3.669 2.259
C 3.672 -5.006 2.855
C 3.772 -2.258 4.165
C 3.954 -0.909 4.823
O 5.215 -0.733 5.400
C 5.234 0.379 6.259
H 7.605 -2.999 2.668
H 6.630 -4.428 2.175
H 7.692 -4.479 3.635
H 6.385 -2.525 4.461
H 5.534 -3.952 4.666
H 5.680 -2.050 1.399
H 5.854 -1.009 2.954
H 4.383 -1.036 1.992
H 4.752 -3.879 1.514
H 3.123 -3.214 1.841
H 4.517 -5.434 3.325
H 3.234 -5.575 2.122
H 2.900 -4.843 3.575
H 3.759 -3.050 4.903
H 2.853 -2.172 3.694
H 3.154 -0.862 5.608
H 3.780 -0.185 4.067
H 4.815 1.263 5.795
H 6.256 0.624 6.472
H 4.610 0.225 7.158
C -8.383 -3.365 -0.045
C -8.358 -1.928 -0.531
N -7.616 -1.629 -1.801
C -7.973 -2.567 -2.875
C -8.059 -0.253 -2.315
C -7.789 0.974 -1.429
C -6.154 -1.629 -1.504
C -5.186 -1.594 -2.762
O -5.681 -0.896 -3.852
C -5.280 0.495 -3.934
H -8.903 -3.953 -0.790
H -8.873 -3.457 0.883
H -7.325 -3.790 0.123
H -7.965 -1.143 0.211
H -9.391 -1.681 -0.677
H -7.707 -3.611 -2.644
H -7.396 -2.354 -3.830
H -9.022 -2.474 -3.036
H -9.165 -0.400 -2.320
H -7.636 -0.191 -3.363
H -8.689 1.181 -0.835
H -7.544 1.800 -2.077
H -6.923 0.841 -0.783
H -5.908 -2.533 -0.948
H -6.075 -0.845 -0.779
H -4.886 -2.623 -2.964
H -4.321 -1.157 -2.222
H -5.650 0.768 -4.939
H -4.225 0.719 -3.841
H -5.717 1.186 -3.234
C -1.708 5.807 2.618
C -1.370 5.115 1.269
N 0.057 4.596 1.215
C 0.975 5.752 1.316
C 0.310 3.627 2.341
C -0.721 2.505 2.546
C 0.345 3.891 -0.073
C 0.571 4.836 -1.266
O -0.404 5.849 -1.306
C -0.038 7.053 -1.986
H -2.034 4.951 3.299
H -2.465 6.530 2.452
H -0.842 6.276 3.069
H -1.515 5.822 0.441
H -2.000 4.248 0.986
H 1.972 5.333 1.060
H 0.993 6.125 2.377
H 0.755 6.380 0.484
H 0.448 4.200 3.225
H 1.328 3.198 2.243
H -0.753 1.965 1.630
H -1.715 2.862 2.736
H -0.383 1.945 3.334
H -0.559 3.318 -0.325
H 1.127 3.130 0.098
H 0.628 4.088 -2.092
H 1.529 5.366 -1.264
H -0.588 7.843 -1.530
H -0.095 7.037 -3.068
H 0.971 7.376 -1.592
C -1.863 -3.167 0.880
C -1.470 -2.061 -0.078
O -1.491 -2.120 -1.243
N -1.046 -0.793 0.589
H -1.889 -0.250 0.752
H -0.721 -1.159 1.514
C -0.056 0.072 -0.210
H -2.637 -3.752 0.411
H -2.230 -2.652 1.784
H -1.052 -3.862 1.093
H 0.529 -0.576 -0.813
H 0.633 0.627 0.444
H -0.569 0.827 -0.882
B -5.001 -1.069 1.766
F -4.158 -1.105 0.570
F -4.179 -1.587 2.800
F -5.614 0.158 1.854
F -6.061 -1.992 1.569
B 0.424 -1.494 3.483
F 0.656 -0.133 3.424
F -1.057 -1.523 3.422
F 0.913 -2.164 2.320
F 0.825 -2.032 4.650
B 3.245 1.532 1.728
F 3.007 2.579 0.723
F 4.591 1.254 2.047
F 2.628 1.827 2.936
F 2.712 0.295 1.134
B -2.643 2.155 -1.951
F -2.916 0.785 -1.892
F -3.701 2.855 -2.602
F -2.387 2.705 -0.621
F -1.447 2.446 -2.683
B 5.369 -3.719 -1.295
F 5.531 -5.101 -0.970
F 6.436 -2.908 -0.808
F 5.209 -3.558 -2.705
F 4.114 -3.172 -0.741


No. 3
149
Properties=species:S:1:pos:R:3 method="wB97M-V/def2-TZVPD" gap_ha=0.325 e_homo_ha=-0.3103 e_lumo_ev=0.39 smiles=COC[C@H](C)N.COC[C@H](C)N.COC[C@H](C)N.COC[C@H](C)N.CC(C)O.CC(C)O.CC(C)O.CCO.CCO.CCO.CCO.CCO de_lowest_ev=1.119
C -0.031 2.115 2.918
O 0.934 2.762 3.634
C 0.971 4.209 3.525
C 2.342 4.755 3.934
C 2.413 6.267 3.739
N 3.328 4.227 3.029
H -0.186 2.507 1.913
H -0.973 2.254 3.449
H 0.126 1.037 2.873
H 0.840 4.468 2.474
H 0.121 4.589 4.092
H 2.596 4.364 4.920
H 1.709 6.770 4.403
H 2.169 6.455 2.693
H 3.434 6.616 3.891
H 3.240 4.553 2.077
H 3.076 3.252 2.961
C -3.212 1.155 1.287
O -3.967 0.175 1.909
C -5.405 0.431 1.881
C -6.123 -0.846 2.297
C -5.909 -2.008 1.349
N -7.553 -0.598 2.302
H -3.419 1.042 0.222
H -2.174 0.986 1.571
H -3.429 2.198 1.521
H -5.639 1.162 2.656
H -5.815 0.801 0.941
H -5.740 -0.980 3.309
H -6.165 -1.873 0.298
H -6.470 -2.902 1.619
H -4.855 -2.277 1.415
H -8.039 -1.364 2.746
H -7.775 0.217 2.857
C 0.648 3.605 -3.773
O 0.967 3.878 -2.418
C 2.234 4.581 -2.192
C 2.300 4.870 -0.653
C 3.543 5.715 -0.407
N 2.363 3.667 0.106
H 1.387 2.905 -4.161
H 0.793 4.446 -4.451
H -0.354 3.190 -3.878
H 3.110 4.006 -2.493
H 2.294 5.515 -2.751
H 1.472 5.527 -0.384
H 3.573 6.584 -1.066
H 4.466 5.158 -0.573
H 3.511 5.988 0.648
H 3.015 2.950 -0.179
H 1.468 3.224 -0.046
C 5.917 -1.537 -1.414
O 5.138 -0.758 -2.276
C 5.172 -1.231 -3.636
C 4.297 -0.332 -4.601
C 2.855 -0.314 -4.153
N 4.250 -0.852 -5.924
H 6.970 -1.655 -1.673
H 5.454 -2.503 -1.213
H 5.923 -1.112 -0.410
H 6.199 -1.316 -3.992
H 4.840 -2.269 -3.649
H 4.604 0.707 -4.718
H 2.314 0.518 -4.603
H 2.766 -0.189 -3.074
H 2.317 -1.219 -4.437
H 3.544 -0.327 -6.421
H 5.117 -0.653 -6.402
C 1.864 -2.744 2.623
C 2.783 -2.647 3.861
C 2.207 -1.773 4.977
O 2.909 -3.971 4.394
H 0.901 -3.090 2.998
H 2.118 -3.398 1.789
H 1.720 -1.737 2.231
H 3.771 -2.339 3.518
H 1.279 -2.169 5.387
H 2.102 -0.716 4.733
H 2.912 -1.726 5.807
H 2.101 -4.315 4.783
C -3.627 -1.683 -2.126
C -4.714 -1.406 -3.107
C -5.530 -0.223 -2.619
O -4.126 -1.053 -4.352
H -3.203 -2.659 -2.363
H -3.914 -1.635 -1.075
H -2.831 -0.957 -2.291
H -5.281 -2.308 -3.336
H -4.933 0.636 -2.311
H -6.069 -0.622 -1.759
H -6.245 0.097 -3.376
H -3.192 -0.863 -4.235
C -3.075 -2.099 5.705
C -2.538 -2.352 4.300
C -1.634 -1.261 3.771
O -1.834 -3.517 4.355
H -3.539 -3.032 6.024
H -3.835 -1.318 5.660
H -2.304 -1.806 6.418
H -3.375 -2.481 3.613
H -2.149 -0.302 3.838
H -1.216 -1.544 2.805
H -0.798 -1.151 4.462
H -2.264 -4.112 3.735
C -2.040 -3.496 0.907
C -2.974 -4.705 1.135
O -3.244 -4.972 2.515
H -1.840 -3.433 -0.163
H -1.097 -3.593 1.446
H -2.467 -2.560 1.265
H -2.538 -5.609 0.709
H -3.963 -4.653 0.681
H -4.171 -5.221 2.539
C -0.398 -0.500 -0.380
C -0.217 0.558 -1.478
O -0.151 1.815 -0.865
H -0.099 -1.465 -0.787
H -1.444 -0.542 -0.076
H 0.210 -0.364 0.514
H -1.041 0.651 -2.186
H 0.731 0.393 -1.990
H 0.210 2.499 -1.433
C 4.036 0.824 1.262
C 3.292 0.512 0.025
O 3.865 1.259 -1.034
H 4.124 1.902 1.397
H 5.011 0.357 1.121
H 3.479 0.469 2.129
H 2.240 0.761 0.158
H 3.281 -0.566 -0.134
H 4.523 0.709 -1.465
C -1.946 0.908 -5.581
C -0.791 -0.034 -5.192
O -1.280 -1.042 -4.342
H -2.636 0.378 -6.238
H -1.569 1.789 -6.101
H -2.523 1.306 -4.746
H -0.079 0.548 -4.607
H -0.249 -0.514 -6.007
H -0.570 -1.628 -4.067
C 1.758 -3.219 -1.960
C 0.639 -3.903 -2.700
O 0.486 -3.168 -3.894
H 1.625 -3.496 -0.915
H 1.789 -2.134 -2.061
H 2.715 -3.619 -2.296
H -0.217 -3.855 -2.026
H 1.003 -4.915 -2.876
H 1.199 -3.436 -4.478